C7H17FP | ωB97M-V with the def2-TZVPD basis set

Atoms and positions in Å:
C 2.2684 1.4545 0.1775
C 3.1076 0.0975 0.2624
C 2.2486 -1.2333 0.5242
C 0.6697 -1.0195 0.6388
C 0.0737 -0.9895 -0.8398
C -1.4624 -0.5529 -0.9847
P -2.3603 -0.1096 0.6232
C -4.0701 0.7170 0.2959
H 2.0432 1.8618 1.2267
H 1.3284 1.4046 -0.4540
H 2.9455 2.2431 -0.3154
H 3.7445 -0.0316 -0.6745
H 3.8353 0.2199 1.1438
H 2.5274 -1.9702 -0.3162
H 2.6497 -1.7264 1.4839
H 0.2566 -1.9615 1.1570
H 0.3873 -0.1475 1.3044
H 0.1516 -2.0701 -1.2386
H 0.7337 -0.3640 -1.5373
H -1.4853 0.3588 -1.6825
H -2.0676 -1.3573 -1.5481
H -1.6273 0.9639 1.2748
H -4.7682 0.0385 -0.3050
H -3.9799 1.7084 -0.2557
H -4.5851 0.9360 1.3042
F -2.5650 1.5294 -1.2648

The value obtained for the highest occupied orbital energy is -0.113 Eh. The value obtained for the energy above the lowest of the compared OMol25 structures with the same formula, charge and spin is 0.0 kJ/mol. Its total energy is -19538.8301 eV. Its net charge is -1.